1.
105
Properties=species:S:1:pos:R:3:mulliken_charge:R:1 method="wB97M-V/def2-TZVPD" e_homo_ev=-8.63 total_charge=+1 lumo_ev=-4.0 homo_lumo_gap_ev=4.6
H 1.2435 4.9772 6.6299 0.383
H -4.9923 -0.2791 5.0262 0.414
C -0.4184 4.9348 2.8476 -0.550
C -0.3362 -5.3117 0.7218 -0.333
C 2.5337 -1.0519 0.3973 -1.686
H -1.2087 2.1190 0.7295 -1.635
H -3.1002 2.2429 0.5344 0.804
H -3.6053 2.1127 2.4813 0.233
C -1.1540 -3.1238 1.2684 -0.505
C 1.3925 6.2937 0.0377 -0.792
H -3.8343 -0.2928 2.9008 -0.702
C 0.8423 4.7159 -1.8157 -0.959
H -0.0478 -3.0543 -1.9683 0.288
C 1.9449 5.2132 5.8274 -1.460
H 2.1784 6.2805 5.9160 0.313
H 3.2632 -1.8202 0.1596 0.523
C -6.8304 0.3247 1.5138 -0.718
C -2.6394 -5.2897 -1.3516 -1.579
F 4.8638 0.9680 1.7935 -0.270
H -4.8873 -3.3956 -2.8601 0.372
N -3.3560 -0.5454 0.5014 1.442
H 3.1978 3.8541 3.8856 0.371
H -1.0983 -3.5596 5.4588 0.350
H -2.0786 -6.2340 -1.3719 0.356
H 0.0050 -4.8330 -2.1548 0.317
C 0.0915 -1.4592 4.2506 -1.367
H 1.6837 6.8986 -0.8240 0.367
C -4.3179 1.7593 3.2333 -1.147
H -2.2458 -2.2172 5.5750 0.424
H -0.2544 -0.6900 4.9542 0.437
F 5.1852 -0.1181 -0.0963 -0.269
N -3.0329 -1.8576 0.5362 -1.057
C -1.0789 -4.1888 0.3533 0.586
C -1.1765 -0.6117 0.8539 -1.176
H -8.6131 0.0614 0.3201 0.360
H -6.4231 0.5044 4.3333 0.415
H -0.1914 -6.1150 -0.0069 0.395
C -5.4183 -2.8282 -2.0849 -1.431
H 0.6346 -0.9558 3.4424 0.205
C -2.1817 1.6798 0.6461 -0.820
C 0.2353 -0.3906 0.9151 0.877
H 0.8336 -2.3536 0.1481 0.399
C 0.0912 5.2624 4.1038 -0.815
C 2.9381 0.2641 0.6306 0.205
H -3.1090 -5.1478 -2.3350 0.398
C -5.4603 -0.7277 -0.6846 0.069
H 2.8828 4.6809 5.9950 0.376
H -1.4678 5.1443 2.5866 0.439
C 0.4688 4.4200 1.8617 0.991
C -1.1048 -2.2471 3.7165 1.655
H -2.3428 -3.2143 -1.0370 -1.244
H -3.4368 -5.3609 -0.6017 0.340
H -0.5599 3.5125 0.0893 0.542
H -7.3858 -0.8876 -1.6183 0.390
C -1.8109 -2.9508 4.8850 -1.645
N -1.7091 -1.8908 0.7984 2.073
H 2.3684 2.2385 1.1970 0.059
C 0.0953 4.2897 0.4631 -0.075
H -3.8272 1.8200 4.2145 0.377
N 0.6281 5.1234 -0.4268 0.160
C -7.5271 -0.0281 0.3603 -1.384
C 1.8359 4.1919 2.2327 -0.808
C -0.6573 -3.9533 -2.1380 -1.365
H 0.8077 6.8909 0.7574 0.340
H -7.3787 0.6830 2.3859 0.301
H 1.8607 4.3325 -1.9691 0.379
C -4.7612 -0.2686 0.4435 -0.760
C -0.7234 -3.2427 2.6064 0.121
C -5.4490 0.1566 1.5980 0.851
H 0.7899 -2.1234 4.7786 0.337
H -4.1991 0.3157 -2.9269 0.380
C 0.2417 -5.3751 1.9897 -1.594
H -4.1993 -1.1660 -3.9084 0.420
H -5.7473 -0.3962 -3.4546 0.310
H -2.6239 -3.6008 4.5399 0.379
C 2.2301 4.2543 3.5525 -0.875
C -4.7287 -0.6267 -3.1120 -1.546
C 1.1785 -1.3565 0.4481 -0.017
C 1.3954 4.8878 4.4785 0.977
H 0.7403 5.5759 -2.4829 0.334
H -6.0302 -1.1761 3.9000 0.413
H 0.1527 3.9165 -2.1022 0.354
C 4.3537 0.7422 0.5324 0.952
H -1.1462 -3.8634 -3.1187 0.443
H -1.8093 -1.5319 3.2674 -0.857
H 0.1094 1.5267 1.9442 1.196
H -5.4110 -3.4215 -1.1635 0.311
H 2.3199 5.9900 0.5496 0.338
H 0.8852 -6.2125 2.2512 0.374
C 0.0185 -4.3742 2.9344 -0.304
C -4.7730 -1.4663 -1.8385 1.312
H -5.1876 2.4322 3.2381 0.303
C -6.8400 -0.5575 -0.7314 -0.344
C 2.0387 1.2197 1.0513 -0.883
C -4.7451 0.3224 2.9494 2.096
C -5.6013 -0.1911 4.1169 -1.904
F 4.4129 1.9486 -0.1299 -0.265
C -2.2261 0.2882 0.6906 1.184
H -6.4620 -2.7092 -2.4020 0.399
C 0.7424 0.8604 1.3555 -0.667
H 0.3999 -4.4579 3.9542 0.378
H -3.7436 -1.6412 -1.5204 -0.302
C -1.7130 -4.1107 -1.0420 2.054
H 2.5988 4.0293 1.4583 0.731
H -0.5258 5.8044 4.8320 0.435

---

2.
65
Properties=species:S:1:pos:R:3:mulliken_charge:R:1 method="wB97M-V/def2-TZVPD" e_homo_ev="-13.71 / -13.72" e_above_lowest_ev=0.240 total_charge=+2 s_squared=8.762 lumo_ev="-6.9 / -6.5" spin_multiplicity=6 homo_lumo_gap_ev="6.8 / 7.2"
H 0.6919 -5.0123 -6.3000 0.428
C -2.1068 4.6329 0.5070 -0.717
H -2.9948 1.5022 -0.1836 0.425
H 2.3574 -2.4791 4.0890 0.403
H 3.5832 0.3410 1.5363 0.321
P 1.6715 -0.6750 2.6371 0.879
H -1.7401 1.6039 3.2519 0.348
C 3.5731 0.3422 -2.6690 -0.599
N -1.0930 -3.0184 -0.9892 -1.162
C 0.5699 -1.8568 -2.0044 0.609
H 0.4165 -2.5656 -6.5436 0.419
H -1.6555 2.4631 -0.8664 0.402
C 3.2921 1.4006 -1.8214 -1.060
H -4.6034 2.5363 1.2324 0.348
H 0.4005 -1.1285 -4.5513 0.492
H 1.9790 1.4810 3.7178 0.354
H 0.8092 -4.5948 -2.0461 0.477
C 0.7387 -4.1481 -3.0277 -0.039
C -2.1150 -2.9370 -0.1758 0.682
H -2.6635 5.5503 0.6890 0.348
N -3.0999 3.0423 2.6097 0.059
C -0.5342 3.1285 1.4437 -0.824
C -2.1557 4.1414 2.8405 -0.726
H 4.4718 0.3463 -3.2723 0.500
C 0.6019 -2.7681 -3.1633 -0.298
C 0.5059 -2.2018 -4.4357 -0.150
H -3.0406 1.0019 2.1923 0.417
C -3.9029 3.3511 1.4183 -0.740
H 4.0725 -0.9135 2.6887 0.443
H -4.4698 4.2626 1.5986 0.338
H 0.1109 3.2613 0.5704 0.387
H -1.5523 3.9215 3.7223 0.346
Sm -0.3799 -0.2133 0.6118 0.855
H -3.7348 -4.0340 0.4232 0.201
H -2.7120 5.0589 3.0225 0.345
H 0.5901 -2.4162 3.9295 0.381
H 0.0826 2.8915 2.3153 0.238
H -1.4670 4.7829 -0.3639 0.326
H 1.8946 2.1293 -0.3669 0.492
H 3.9449 2.2583 -1.7438 0.479
N -2.8741 -4.0356 -0.0946 -0.399
C 1.5333 -2.3230 3.3913 -1.265
C 3.3422 -0.6500 1.9217 -1.257
S -2.6454 -1.5768 0.8346 -0.577
C 1.7692 0.4639 4.0503 -1.239
H 1.5708 -3.0981 2.6254 0.373
C 2.6917 -0.7297 -2.7429 -0.615
C -2.3079 2.3318 0.0030 -0.884
H 0.8341 0.4641 4.6105 0.395
C 2.1435 1.3297 -1.0569 0.023
N -1.2719 4.3419 1.6824 0.109
C 0.5171 -3.0080 -5.5620 -0.839
C 0.6681 -4.3808 -5.4219 -0.413
H -2.6496 -4.8236 -0.6808 0.237
N -3.0511 3.5428 0.2357 0.082
N -0.2375 -1.9410 -0.9975 0.677
H 3.4171 -1.3696 1.1055 0.356
C 1.5453 -0.7162 -1.9693 0.361
N 1.2917 0.2999 -1.1194 0.054
N -1.4399 1.9582 1.1803 0.558
H 2.5729 0.1452 4.7160 0.413
H 2.8845 -1.5664 -3.3985 0.590
C -2.3552 1.8318 2.3772 -0.782
H 0.9221 -6.0138 -4.0541 0.415
C 0.7920 -4.9452 -4.1587 -0.799

---

3.
83
Properties=species:S:1:pos:R:3:mulliken_charge:R:1 method="wB97M-V/def2-TZVPD" e_homo_ev=-9.45 lumo_ev=-1.7 homo_lumo_gap_ev=7.8 smiles="O=C1C=C(O)C(=O)C=C1O.O=C1C=C(O)C(=O)C=C1O.O=C1C=C(O)C(=O)C=C1O.O=C1C=C(O)C(=O)C=C1O.CCCCOB(CCF)B(O)O"
O 2.3094 -4.4338 0.3944 -0.683
H -0.2924 -2.8444 1.7774 0.338
H 3.8942 -5.3213 4.7073 0.376
H -6.0426 1.6282 1.3721 0.441
H 1.1824 0.3645 1.5743 0.362
H 5.1535 -5.0822 -0.8357 0.292
O -1.3521 5.7892 -5.8076 -0.639
O -4.3651 10.5679 -4.7720 -0.582
C 8.8372 -5.3139 5.7596 1.055
C -2.0743 3.5766 -5.7255 0.444
B 4.8238 -3.9650 0.7462 0.829
H 6.2251 -2.6732 0.9775 0.278
C 1.4202 -1.7409 1.0961 -0.339
H 7.4181 -5.7596 4.1676 0.641
O -4.7088 2.2786 -3.7517 -0.683
F 5.3319 -5.7305 3.3648 -0.226
C -4.1310 -0.0931 -1.0355 0.423
C 0.9570 -4.2353 0.8239 -0.809
C -6.8052 7.8029 -4.4927 -1.075
H 2.3785 -1.5810 1.5949 0.206
H -0.1682 -0.6490 2.0805 0.263
H -6.7834 6.7222 -4.4851 0.477
H 10.0718 -4.1526 7.2381 0.375
O -2.6771 -1.2220 1.9894 -0.625
O 5.2744 -4.1811 -0.5448 -0.640
H -6.7088 11.8029 -4.4919 0.430
C 0.5614 -0.4823 1.2930 -1.096
C 10.0983 -7.2250 6.7531 -1.058
O -4.9759 4.7431 -2.9988 -0.569
H 8.1648 -9.2682 4.3600 0.371
O 7.7952 -8.3999 4.1082 -0.550
H 0.3703 -4.0908 -0.0830 0.386
C 4.1860 -5.0132 3.7036 -0.491
H 1.6732 -1.9038 0.0492 0.421
H -2.8485 1.6034 -5.5192 0.454
C -3.2988 -0.7911 -0.2451 -0.873
C -4.0058 4.4866 -3.8713 0.326
H 10.8183 -7.6610 7.4308 0.417
C -2.9009 2.6438 -5.2311 -1.149
C 8.1317 -6.1954 4.8516 -1.068
O -4.4648 0.3250 3.0796 -0.588
C 3.0956 -5.2972 2.6917 -0.634
H -5.4064 3.8858 -2.8067 0.338
C -4.4477 0.2740 1.7568 0.288
H -9.7643 8.6972 -4.1283 0.364
O -9.1292 7.9576 -4.2007 -0.575
H 4.4586 -3.9603 3.7478 0.259
H 2.1431 -5.0407 3.1628 0.423
O -1.1230 3.3216 -6.6071 -0.579
C -5.5539 8.5087 -4.6518 1.005
H 1.1325 -3.1716 2.7129 0.262
O 10.4508 -5.0198 7.4831 -0.567
H -3.7542 -0.2734 3.3824 0.359
C -3.9105 3.0401 -4.2725 1.164
C 9.3781 -8.1102 5.8582 1.012
H -3.7296 9.8314 -4.8598 0.364
C 0.7856 -3.0075 1.6922 -0.300
C -2.1595 5.0270 -5.3094 1.114
H -2.5432 -1.4561 -0.6390 0.525
C -5.1817 0.8355 -0.4668 1.025
C 8.3841 -7.5113 4.8943 0.259
O -9.0338 10.5607 -4.2434 -0.624
O 9.5236 -9.3188 5.8281 -0.637
H 0.5571 -5.1268 1.3115 0.324
C -7.9378 8.5079 -4.3538 0.408
C 9.8485 -5.9094 6.7095 0.385
O 5.5605 -3.1170 1.5160 -0.550
H -0.6808 4.1760 -6.7817 0.368
C -7.9515 10.0181 -4.3605 0.977
O 8.6754 -4.1082 5.8169 -0.647
C -5.5606 10.0172 -4.6366 0.330
C -5.2832 0.9702 0.9744 -1.074
O -4.4734 7.9603 -4.7956 -0.584
H -3.2437 6.4589 -4.0747 0.401
O -4.0956 -0.1457 -2.3522 -0.588
C -3.1813 5.4212 -4.3584 -0.987
C -6.6920 10.7226 -4.5009 -0.953
O -5.8938 1.4136 -1.2642 -0.617
H -4.7504 0.5002 -2.6950 0.292
H 0.0318 -0.2336 0.3753 0.213
C -3.3967 -0.6478 1.1901 1.036
H 3.0617 -6.3836 2.5582 0.274
B 3.3183 -4.5922 1.2947 0.283